A.
{
  "formula": "C24H56N8O8",
  "method": "wB97M-V/def2-TZVPD",
  "elements": ["C", "O", "N", "C", "C", "H", "H", "H", "H", "H", "H", "H", "C", "O", "N", "C", "C", "H", "H", "H", "H", "H", "H", "H", "C", "O", "N", "C", "C", "H", "H", "H", "H", "H", "H", "H", "C", "O", "N", "C", "C", "H", "H", "H", "H", "H", "H", "H", "C", "O", "N", "C", "C", "H", "H", "H", "H", "H", "H", "H", "C", "O", "N", "C", "C", "H", "H", "H", "H", "H", "H", "H", "C", "O", "N", "C", "C", "H", "H", "H", "H", "H", "H", "H", "C", "O", "N", "C", "C", "H", "H", "H", "H", "H", "H", "H"],
  "xyz": [[-13.63515, -17.08240, -9.50207], [-12.55420, -16.64576, -9.86488], [-14.71303, -17.29589, -10.26239], [-15.90431, -17.94678, -9.71681], [-14.64710, -17.18317, -11.71854], [-13.86361, -17.38842, -8.46857], [-15.79051, -18.06759, -8.63777], [-16.16920, -18.88906, -10.18832], [-16.76397, -17.27086, -9.71238], [-14.96288, -16.15623, -11.92404], [-13.61470, -17.27299, -12.05048], [-15.31592, -17.88144, -12.21263], [-2.92509, -16.78092, -13.67684], [-1.90095, -17.42811, -13.56075], [-4.04183, -16.97247, -12.95108], [-5.19942, -16.12793, -13.09347], [-4.06877, -17.96807, -11.83991], [-3.04858, -15.90041, -14.32597], [-4.99639, -15.34208, -13.82493], [-5.40365, -15.58635, -12.16767], [-6.10498, -16.63057, -13.43708], [-4.06602, -17.45725, -10.88071], [-4.97484, -18.53091, -12.03446], [-3.24147, -18.66650, -11.92453], [-8.47405, -15.56228, -10.39840], [-7.42120, -16.17741, -10.50303], [-9.44075, -15.60617, -11.32820], [-9.39373, -16.46227, -12.47848], [-10.51497, -14.61536, -11.32510], [-8.84968, -14.98095, -9.54206], [-10.27496, -17.06816, -12.68114], [-8.47613, -17.03505, -12.60995], [-9.25529, -15.82332, -13.36498], [-10.77941, -14.37387, -10.29496], [-10.15838, -13.72497, -11.84733], [-11.46248, -14.93028, -11.75843], [-3.18077, -15.51823, -6.33856], [-2.35138, -16.02191, -5.61170], [-3.33348, -15.77276, -7.65288], [-4.47158, -15.26169, -8.46230], [-2.51961, -16.71511, -8.38341], [-3.95611, -14.78039, -6.06859], [-5.01190, -16.06159, -8.95864], [-4.04713, -14.53253, -9.15380], [-5.04918, -14.65525, -7.76407], [-3.00089, -17.68691, -8.27262], [-2.24287, -16.41820, -9.39721], [-1.50466, -16.67734, -7.97613], [-11.42296, -12.29844, -8.52776], [-10.92172, -13.20850, -7.88186], [-12.59917, -12.41527, -9.15441], [-13.26681, -11.31761, -9.81690], [-13.41861, -13.62684, -9.00589], [-11.00230, -11.28138, -8.51442], [-14.18140, -10.96897, -9.32325], [-13.67093, -11.62893, -10.78295], [-12.59772, -10.46070, -9.87228], [-14.45545, -13.32228, -8.85470], [-13.43021, -14.19224, -9.93946], [-13.03983, -14.26106, -8.21226], [-7.39109, -21.61588, -10.06145], [-7.71189, -21.67409, -8.90279], [-7.12492, -20.39542, -10.70319], [-6.70796, -20.61602, -12.08880], [-7.25345, -19.10480, -10.09593], [-7.08291, -22.50493, -10.62415], [-5.86555, -21.30713, -12.04508], [-6.40872, -19.70854, -12.60699], [-7.52966, -21.03445, -12.67630], [-8.12963, -18.51414, -10.37908], [-7.34309, -19.14455, -9.01000], [-6.42848, -18.42459, -10.30467], [-11.89239, -21.56141, -16.29972], [-11.57750, -22.73035, -16.41398], [-11.69190, -20.88493, -15.14193], [-11.75121, -19.42314, -15.02713], [-11.37821, -21.55352, -13.90849], [-12.20959, -20.93085, -17.13720], [-10.76295, -19.12269, -14.68288], [-12.50270, -19.03400, -14.33500], [-12.11033, -19.04127, -15.98347], [-11.95511, -21.20936, -13.05363], [-11.59186, -22.61630, -14.05477], [-10.29934, -21.60892, -13.73116], [-9.65899, -9.33778, -11.16547], [-9.15880, -10.43640, -11.00803], [-10.75349, -9.10872, -11.91479], [-11.41647, -10.16457, -12.64517], [-11.47714, -7.86376, -11.80578], [-9.28412, -8.38616, -10.76633], [-12.43882, -10.32571, -12.29689], [-10.90597, -11.11021, -12.46872], [-11.49365, -10.01994, -13.72332], [-10.79811, -7.15750, -11.31766], [-11.71296, -7.30829, -12.71555], [-12.37842, -7.91090, -11.19178]],
  "orbital_gap_ev": 8.804,
  "molar_mass_g_mol": 584.8
}

***

B.
{
  "formula": "C24H56N8O8",
  "method": "wB97M-V/def2-TZVPD",
  "elements": ["C", "O", "N", "C", "C", "H", "H", "H", "H", "H", "H", "H", "C", "O", "N", "C", "C", "H", "H", "H", "H", "H", "H", "H", "C", "O", "N", "C", "C", "H", "H", "H", "H", "H", "H", "H", "C", "O", "N", "C", "C", "H", "H", "H", "H", "H", "H", "H", "C", "O", "N", "C", "C", "H", "H", "H", "H", "H", "H", "H", "C", "O", "N", "C", "C", "H", "H", "H", "H", "H", "H", "H", "C", "O", "N", "C", "C", "H", "H", "H", "H", "H", "H", "H", "C", "O", "N", "C", "C", "H", "H", "H", "H", "H", "H", "H"],
  "xyz": [[0.55161, 3.12530, -3.81383], [0.77903, 2.31479, -2.93711], [1.54653, 3.78361, -4.45816], [1.30295, 4.70987, -5.53023], [2.93054, 3.42154, -4.19977], [-0.42699, 3.41396, -4.22460], [0.37418, 5.25943, -5.36926], [1.20953, 4.24348, -6.51884], [2.09267, 5.44633, -5.67465], [3.06852, 2.85095, -3.28725], [3.32194, 2.80781, -5.01415], [3.51382, 4.33510, -4.07801], [-2.24087, -5.04422, 2.70617], [-2.95089, -4.38359, 1.97812], [-0.98646, -5.46675, 2.40497], [-0.21700, -6.18635, 3.40484], [-0.39856, -5.27186, 1.09697], [-2.58571, -5.35145, 3.70792], [-0.59742, -6.12245, 4.42196], [0.83997, -5.93756, 3.35471], [-0.31647, -7.25867, 3.18857], [-0.97965, -4.74201, 0.34767], [0.51041, -4.69030, 1.24240], [-0.17221, -6.24760, 0.66143], [-6.29874, 1.37477, -2.36279], [-6.52401, 0.55081, -1.49829], [-5.08472, 1.85806, -2.70865], [-3.93181, 1.50359, -1.89092], [-4.94422, 2.73790, -3.88514], [-7.09826, 1.70076, -3.04797], [-4.33705, 1.06922, -0.98188], [-3.34840, 2.39587, -1.66867], [-3.28565, 0.74251, -2.32748], [-4.33472, 2.14863, -4.57244], [-5.89044, 2.92926, -4.38405], [-4.54870, 3.67353, -3.49871], [3.35325, -3.12078, 6.47096], [2.91653, -2.09263, 6.96075], [2.94001, -3.69960, 5.34392], [3.47646, -4.94989, 4.90197], [1.80264, -3.18682, 4.56426], [4.24177, -3.61712, 6.89772], [2.79203, -5.80000, 4.79935], [4.37608, -5.31737, 5.38788], [3.76884, -4.83140, 3.84381], [2.10368, -3.09547, 3.51898], [1.12410, -4.04496, 4.58764], [1.35346, -2.30725, 5.00761], [-2.37390, 5.49300, -1.98769], [-2.22135, 6.50963, -2.62946], [-1.62191, 5.23471, -0.87773], [-1.75958, 4.07036, 0.00051], [-0.41295, 6.04963, -0.72177], [-3.06835, 4.69789, -2.28716], [-1.35087, 3.23244, -0.56397], [-2.81913, 3.89642, 0.20803], [-1.37778, 4.22535, 1.00523], [-0.70416, 7.01205, -0.28237], [0.21819, 5.56134, 0.01347], [0.02684, 6.33218, -1.67543], [3.14885, 0.54804, 5.55162], [2.03911, 1.04625, 5.61564], [3.80251, 0.29992, 4.40635], [5.00828, -0.48610, 4.42245], [3.19797, 0.43554, 3.09708], [3.77888, 0.37187, 6.43271], [4.92776, -1.56636, 4.26869], [5.60397, -0.30548, 5.32026], [5.70606, -0.15093, 3.64445], [2.18486, 0.82122, 3.22748], [3.83188, 1.14700, 2.56405], [3.03359, -0.45577, 2.48944], [-1.72283, -0.86175, 0.74433], [-2.37831, 0.01062, 0.21037], [-0.37453, -0.91650, 0.66729], [0.34918, 0.00513, -0.18373], [0.42158, -1.96228, 1.28004], [-2.08766, -1.63283, 1.44128], [-0.32459, 0.75314, -0.60053], [0.83479, -0.52445, -0.99928], [1.02640, 0.68878, 0.33794], [-0.02334, -2.37632, 2.18329], [0.80254, -2.74761, 0.62981], [1.32367, -1.44689, 1.61801], [-0.54699, -1.42286, -5.58053], [0.25700, -2.32647, -5.60423], [-1.06930, -0.82216, -4.49272], [-1.44667, 0.58802, -4.42411], [-0.85757, -1.47385, -3.21305], [-0.92086, -0.99085, -6.52303], [-2.53976, 0.61695, -4.47011], [-0.91408, 1.14119, -5.19298], [-1.14091, 0.93356, -3.43936], [-1.44966, -1.06248, -2.39393], [-0.98461, -2.55351, -3.19866], [0.17621, -1.26771, -2.90574]],
  "orbital_gap_ev": 9.124,
  "molar_mass_g_mol": 584.8
}

***

The structure with the greatest stability is B.

***

A.
{
  "formula": "CH3NO2S",
  "method": "wB97M-V/def2-TZVPD",
  "elements": ["C", "N", "O", "O", "S", "H", "H", "H"],
  "xyz": [[-0.36706, -0.06478, -0.65237], [-0.68587, 0.77979, 0.29325], [0.43549, -1.67144, 0.12079], [1.87481, 0.28051, 0.51262], [1.34573, -0.58007, -0.49712], [-1.20021, -0.35232, -1.30551], [-1.58923, 0.79525, 0.63573], [0.18633, 0.81307, 0.89261]],
  "orbital_gap_ev": 9.790,
  "molar_mass_g_mol": 93.1
}

***

B.
{
  "formula": "CH3NO2S",
  "method": "wB97M-V/def2-TZVPD",
  "elements": ["C", "N", "O", "O", "S", "H", "H", "H"],
  "xyz": [[0.03061, -0.26557, -0.45744], [-0.26123, -1.93571, 1.40722], [0.75869, 0.08744, 0.66686], [-0.62184, -2.85530, 2.09733], [-0.92680, -1.77824, -0.08291], [0.80287, -0.49087, -1.27230], [-0.73039, 0.48883, -0.71190], [0.05527, 0.33262, 1.29339]],
  "orbital_gap_ev": 8.955,
  "molar_mass_g_mol": 93.1
}

***

C.
{
  "formula": "CH3NO2S",
  "method": "wB97M-V/def2-TZVPD",
  "elements": ["C", "N", "O", "O", "S", "H", "H", "H"],
  "xyz": [[-1.10791, -0.50238, 0.11252], [-2.18876, 0.34207, -0.03878], [-2.64848, 0.77227, 0.99250], [-2.61998, 0.59508, -1.15462], [0.78872, 2.00104, 0.04752], [-0.75902, -0.72510, 1.16741], [-0.71103, -0.92991, -0.78604], [-0.42697, 2.09296, -0.36778]],
  "orbital_gap_ev": [5.724, 5.724],
  "molar_mass_g_mol": 93.1
}

***

D.
{
  "formula": "CH3NO2S",
  "method": "wB97M-V/def2-TZVPD",
  "elements": ["C", "N", "O", "O", "S", "H", "H", "H"],
  "xyz": [[0.21596, -0.01698, 0.35242], [0.64004, -0.15527, -1.06137], [2.78882, -1.19048, 0.09226], [2.70837, 1.24668, 0.05460], [1.97094, 0.03606, 0.08426], [-0.44969, 0.77343, 0.78926], [-0.42348, -1.29729, 1.09113], [0.02375, -0.71846, -1.63437]],
  "orbital_gap_ev": 10.030,
  "molar_mass_g_mol": 93.1
}

***

The structure with the greatest stability is A.

***

A.
{
  "formula": "C8H10N2O2",
  "method": "wB97M-V/def2-TZVPD",
  "elements": ["C", "C", "C", "C", "C", "C", "C", "C", "N", "N", "O", "O", "H", "H", "H", "H", "H", "H", "H", "H", "H", "H"],
  "xyz": [[-4.47009, -1.30717, -0.86889], [-2.03091, 1.42763, -1.27592], [-3.05040, 0.73406, -0.80669], [-4.00414, -0.07482, -0.31413], [1.13243, -1.47516, 1.14587], [-0.59462, 1.29784, -0.94446], [1.05044, -0.31304, 0.04367], [-0.37698, 0.08316, -0.05640], [-4.78781, -2.30238, -1.35202], [-4.75907, 0.49236, 0.76505], [-4.30732, 1.43283, 1.41116], [-5.82149, -0.03050, 1.01173], [-2.32346, 2.06771, -2.11023], [0.54396, -2.31590, 0.93429], [0.96185, -0.91997, 1.99376], [2.14373, -1.59355, 1.11428], [-0.23147, 2.20807, -0.51756], [0.01375, 1.06581, -1.80153], [1.60979, 0.52277, 0.54540], [1.39230, -0.63093, -0.95879], [-0.66629, 0.00366, 0.98136], [-1.01037, -0.68303, -0.62393]],
  "orbital_gap_ev": 9.896,
  "molar_mass_g_mol": 166.2
}

***

B.
{
  "formula": "C8H10N2O2",
  "method": "wB97M-V/def2-TZVPD",
  "elements": ["C", "C", "C", "C", "C", "C", "C", "C", "H", "H", "H", "H", "H", "H", "H", "H", "H", "H", "N", "N", "O", "O"],
  "xyz": [[-3.46137, 0.43488, 0.83747], [-1.36080, 0.28781, -0.09404], [-0.57761, 1.36416, -0.07925], [0.87693, 1.20263, -0.21433], [1.50720, -0.04731, 0.03677], [0.59291, -1.19534, -0.13964], [-0.73663, -1.07585, -0.23311], [3.60586, -1.19717, 0.34668], [-3.40374, 1.41850, 1.42988], [-3.02010, -0.35384, 1.54193], [-4.54029, 0.09674, 0.47518], [-3.07525, 1.01330, -1.02865], [-0.80314, 2.43256, -0.08418], [2.67580, 1.86753, -0.20232], [1.29762, -2.05369, -0.41904], [-2.44573, -1.80841, -0.34739], [3.26947, -2.60089, -0.37157], [4.60934, -1.11919, 0.53173], [-2.76957, 0.22406, -0.38453], [2.92969, 0.00966, 0.49635], [1.69215, 2.24707, -0.33875], [-1.48763, -2.14352, -0.29520]],
  "orbital_gap_ev": 7.199,
  "molar_mass_g_mol": 166.2
}

***

C.
{
  "formula": "C8H10N2O2",
  "method": "wB97M-V/def2-TZVPD",
  "elements": ["C", "C", "C", "C", "C", "C", "C", "C", "N", "N", "O", "O", "H", "H", "H", "H", "H", "H", "H", "H", "H", "H"],
  "xyz": [[3.25102, -0.86183, 0.22078], [3.29582, 0.48364, 0.42171], [1.22752, -0.13985, -0.20383], [-0.65316, 0.02835, -0.07871], [-1.21802, 1.23555, -0.01550], [-1.38378, -1.21679, -0.06513], [-2.70500, 1.42019, 0.43424], [-0.79576, -2.48048, -0.73817], [1.96478, -1.23338, -0.16573], [1.98770, 0.94735, 0.22777], [-2.45925, -1.32604, 0.44200], [-0.53617, 2.40743, -0.20182], [4.13691, -1.49085, 0.31020], [4.24331, 0.92416, 0.67616], [-2.75658, 1.72933, 1.47154], [-3.06917, 0.36395, 0.24772], [-3.13983, 2.18218, -0.27971], [0.26192, -2.51514, -0.48977], [-1.54755, -3.16264, -0.61187], [-0.71819, -2.32803, -1.78446], [1.62490, 1.80838, 0.18953], [-1.01143, 3.22452, -0.00695]],
  "orbital_gap_ev": 9.114,
  "molar_mass_g_mol": 166.2
}

***

The structure with the greatest stability is C.